[1]
Formula: C40H79GeIrNPSi4
Source: the OMol25 dataset
Level of theory: ωB97M-V with the def2-TZVPD basis set

```
127
Properties=species:S:1:pos:R:3:lowdin_spin:R:1
Ir -0.068 -0.390 0.241 0.463
C -1.589 -5.125 -1.165 0.003
C -0.887 -4.142 -0.221 0.011
C 0.463 -4.715 0.185 0.001
P -0.763 -2.382 -0.888 0.049
C -2.358 -2.250 -1.768 0.000
C -3.459 -2.145 -0.710 0.001
C -2.386 -1.143 -2.806 -0.001
C 0.557 -2.417 -2.105 0.025
C 0.563 -3.183 -3.272 0.001
C 1.668 -3.207 -4.106 0.011
C 1.688 -4.029 -5.365 0.002
C 2.776 -2.434 -3.736 -0.003
C 2.786 -1.658 -2.595 0.009
C 1.661 -1.642 -1.763 0.007
N 1.585 -0.797 -0.628 0.077
C 2.821 -0.288 -0.090 0.003
C 3.738 -1.145 0.543 -0.001
C 3.586 -2.635 0.524 -0.001
C 4.874 -0.599 1.126 0.000
C 5.170 0.755 1.041 -0.002
C 6.397 1.331 1.689 0.000
C 4.316 1.559 0.295 0.000
C 3.162 1.058 -0.287 -0.001
C 2.343 1.939 -1.176 0.003
H -1.562 -6.105 -0.686 0.001
H -1.077 -5.224 -2.123 0.000
H -2.635 -4.887 -1.340 0.000
H -1.501 -4.080 0.673 0.000
H 1.130 -4.820 -0.673 0.000
H 0.314 -5.701 0.628 0.000
H 0.947 -4.099 0.932 0.000
H -2.462 -3.197 -2.292 0.001
H -3.364 -1.208 -0.159 0.001
H -3.420 -2.965 0.010 0.000
H -4.444 -2.169 -1.178 0.000
H -2.215 -0.165 -2.357 0.000
H -3.362 -1.122 -3.294 0.000
H -1.626 -1.305 -3.569 0.000
H -0.316 -3.754 -3.548 0.000
H 0.753 -4.572 -5.497 0.000
H 2.501 -4.757 -5.341 0.000
H 1.841 -3.401 -6.244 0.001
H 3.652 -2.431 -4.374 0.000
H 3.649 -1.052 -2.351 0.001
H 2.545 -2.924 0.542 0.000
H 4.103 -3.095 1.365 0.000
H 4.006 -3.047 -0.397 0.000
H 5.563 -1.263 1.636 0.000
H 6.991 0.558 2.173 0.000
H 6.124 2.071 2.443 0.000
H 7.025 1.834 0.953 0.000
H 4.562 2.605 0.147 0.000
H 2.901 2.837 -1.439 0.000
H 1.411 2.258 -0.705 0.003
H 2.078 1.407 -2.092 0.000
C -1.864 0.400 2.983 0.053
Si -0.178 -0.370 2.713 0.083
C -0.264 -2.061 3.599 -0.001
C 0.944 -2.953 3.299 0.000
C -0.367 -1.889 5.123 0.000
C -1.556 -2.734 3.137 0.000
C 1.156 0.749 3.510 0.007
C 2.436 0.004 3.912 0.000
C 1.552 1.848 2.534 0.013
C 0.547 1.419 4.753 0.002
H -2.078 0.386 4.056 0.009
H -2.651 -0.154 2.479 0.002
H -1.906 1.432 2.637 0.001
H 1.850 -2.597 3.786 0.000
H 1.152 -2.995 2.233 0.000
H 0.760 -3.974 3.650 0.000
H 0.521 -1.435 5.561 0.000
H -0.481 -2.879 5.578 0.000
H -1.234 -1.295 5.418 0.000
H -1.624 -2.709 2.055 0.000
H -2.438 -2.226 3.531 0.000
H -1.594 -3.776 3.473 0.000
H 2.885 -0.524 3.067 0.000
H 2.278 -0.708 4.722 0.000
H 3.169 0.737 4.265 0.000
H 2.131 1.452 1.699 0.003
H 2.169 2.599 3.043 0.001
H 0.675 2.351 2.132 0.004
H 0.184 0.706 5.494 0.000
H -0.277 2.087 4.501 0.000
H 1.326 2.022 5.231 0.001
C -2.226 3.180 -3.640 -0.002
Si -0.707 2.357 -2.911 0.001
C 0.675 3.616 -3.080 -0.001
C -0.231 0.926 -4.030 0.001
Ge -1.293 1.738 -0.602 0.087
Si -3.794 1.747 -0.611 0.010
C -4.531 0.777 -2.047 -0.001
C -4.518 3.462 -0.824 0.005
C -4.595 1.074 0.941 0.000
Si -0.908 4.030 0.310 0.034
C 0.854 4.639 0.565 0.001
C -1.588 5.325 -0.861 0.012
C -1.830 4.159 1.946 0.004
H -2.037 3.300 -4.712 0.000
H -2.402 4.172 -3.224 0.000
H -3.140 2.602 -3.531 0.000
H 0.424 4.249 -3.937 0.000
H 1.627 3.133 -3.295 0.000
H 0.814 4.269 -2.221 0.000
H 0.279 1.326 -4.912 0.000
H -1.107 0.381 -4.380 0.000
H 0.444 0.214 -3.546 0.000
H -3.981 0.881 -2.980 0.000
H -5.542 1.158 -2.215 0.000
H -4.614 -0.286 -1.832 0.000
H -4.291 3.891 -1.800 0.000
H -4.242 4.180 -0.054 0.000
H -5.602 3.321 -0.773 0.001
H -4.321 0.045 1.159 0.000
H -5.680 1.104 0.801 0.000
H -4.360 1.677 1.818 0.000
H 1.306 4.945 -0.381 0.000
H 1.538 3.950 1.052 0.000
H 0.786 5.537 1.188 0.000
H -0.990 5.406 -1.769 0.000
H -1.508 6.281 -0.333 0.002
H -2.625 5.190 -1.143 0.000
H -1.373 3.541 2.718 0.000
H -2.874 3.858 1.852 0.000
H -1.816 5.192 2.310 0.001
```

Calculated values
**Total charge**: +1
**Highest occupied orbital energy (alpha / beta)**: -0.363 / -0.379 hartree
**Relative energy (zero: lowest compared OMol25 entry of this formula, charge and spin)**: 0.0 kcal per mole
**E_tot**: -5306.77615 Eh
**Strongest force on any atom**: 0.723 eV/Å
**⟨S²⟩**: 0.76
**HOMO-LUMO gap (alpha / beta)**: 5.8 / 6.1 eV
**Multiplicity**: 2


[2]
Formula: C40H81BCl2NO7
Source: the OMol25 dataset
Level of theory: ωB97M-V with the def2-TZVPD basis set

```
132
Properties=species:S:1:pos:R:3:lowdin_charge:R:1
C 3.867 -3.838 6.214 -0.102
C 4.095 -2.938 4.980 -0.155
C 2.890 -2.953 4.052 -0.325
O 2.455 -1.695 3.648 -0.018
B 1.369 -1.998 2.622 -0.749
C -0.057 -1.929 3.433 -0.082
C -1.156 -2.910 3.011 -0.218
C -0.814 -4.386 3.290 -0.196
C -2.029 -5.195 3.756 -0.217
C -3.083 -5.443 2.674 -0.288
N -4.048 -4.356 2.476 -0.015
C 1.558 -0.927 1.393 -0.070
C 0.406 -0.908 0.370 -0.189
C 0.885 -1.200 -1.056 -0.428
C 1.504 0.052 -1.675 -0.070
C -0.269 -1.688 -1.924 -0.079
O 1.780 -3.366 2.124 0.025
C 3.002 -3.698 2.682 -0.447
C 3.140 -5.221 2.880 -0.103
C 2.440 -5.994 1.760 -0.286
C 2.860 -7.442 1.837 -0.589
Cl 1.828 -8.486 0.786 0.496
C 4.191 -3.091 1.942 -0.148
C 4.266 -3.401 0.452 -0.641
C 4.978 -2.279 -0.323 -0.111
Cl 5.187 -4.935 0.134 0.641
H 3.168 -4.642 6.010 0.056
H 3.487 -3.256 7.047 0.063
H 4.793 -4.296 6.556 0.058
H 5.000 -3.296 4.495 0.094
H 4.275 -1.940 5.360 0.109
H 2.052 -3.456 4.562 0.131
H -0.459 -0.922 3.286 0.094
H 0.113 -2.030 4.506 0.096
H -1.452 -2.796 1.970 0.091
H -2.049 -2.682 3.596 0.082
H -0.049 -4.427 4.060 0.103
H -0.452 -4.863 2.387 0.093
H -2.508 -4.680 4.592 0.103
H -1.721 -6.166 4.140 0.097
H -2.570 -5.615 1.729 0.108
H -3.643 -6.339 2.938 0.085
H -3.938 -3.890 1.589 0.052
H -4.052 -3.697 3.238 0.046
H 2.458 -1.173 0.831 0.074
H 1.746 0.070 1.796 0.096
H -0.119 0.051 0.350 0.112
H -0.333 -1.674 0.607 0.081
H 1.618 -2.000 -0.998 0.113
H 1.887 0.712 -0.902 0.075
H 0.791 0.564 -2.309 0.046
H 2.342 -0.200 -2.326 0.066
H -0.887 -2.398 -1.377 0.068
H -0.910 -0.866 -2.235 0.061
H 0.095 -2.218 -2.801 0.072
H 4.191 -5.484 2.958 0.112
H 2.599 -5.463 3.795 0.115
H 1.368 -5.930 1.910 0.088
H 2.651 -5.608 0.774 0.077
H 3.871 -7.546 1.466 0.054
H 2.779 -7.806 2.850 0.069
H 5.130 -3.413 2.389 0.107
H 4.174 -2.014 2.033 0.117
H 3.262 -3.487 0.055 0.090
H 4.304 -1.810 -1.032 0.065
H 5.834 -2.650 -0.873 0.032
H 5.336 -1.498 0.341 0.077
C -1.760 4.287 -3.920 -0.170
C -2.747 3.150 -4.113 -0.168
C -1.835 1.932 -4.078 -0.197
O -0.744 2.269 -3.214 -0.157
C -0.767 3.674 -2.944 -0.194
H -2.213 5.199 -3.541 0.100
H -1.267 4.518 -4.869 0.117
H -3.443 3.120 -3.274 0.094
H -3.325 3.221 -5.032 0.101
H -1.430 1.702 -5.071 0.115
H -2.333 1.039 -3.695 0.110
H -1.095 3.818 -1.909 0.113
H 0.242 4.077 -3.047 0.115
C -5.187 7.698 -5.772 -0.172
C -6.182 6.558 -5.959 -0.171
C -5.266 5.342 -5.933 -0.203
O -4.170 5.677 -5.079 -0.164
C -4.190 7.079 -4.802 -0.203
H -5.634 8.615 -5.391 0.109
H -4.697 7.926 -6.722 0.112
H -6.874 6.525 -5.115 0.114
H -6.766 6.627 -6.876 0.110
H -4.872 5.119 -6.931 0.119
H -5.759 4.449 -5.548 0.119
H -4.506 7.220 -3.762 0.119
H -3.182 7.481 -4.915 0.118
C 9.844 -3.399 -1.685 -0.174
C 8.934 -4.299 -0.855 -0.176
C 8.117 -4.991 -1.935 -0.222
O 8.968 -5.089 -3.087 -0.144
C 10.126 -4.277 -2.897 -0.218
H 10.752 -3.092 -1.167 0.108
H 9.303 -2.500 -1.989 0.113
H 9.532 -5.031 -0.307 0.114
H 8.314 -3.762 -0.140 0.101
H 7.236 -4.401 -2.203 0.098
H 7.786 -5.987 -1.643 0.110
H 10.986 -4.934 -2.718 0.113
H 10.314 -3.702 -3.805 0.112
C -5.629 2.784 0.758 -0.167
C -4.343 1.961 0.769 -0.162
C -3.834 2.162 -0.650 -0.202
O -4.272 3.467 -1.055 -0.163
C -5.234 3.964 -0.119 -0.200
H -5.964 3.090 1.748 0.110
H -6.433 2.214 0.286 0.111
H -3.635 2.382 1.486 0.117
H -4.494 0.912 1.017 0.114
H -4.265 1.424 -1.336 0.120
H -2.747 2.108 -0.724 0.116
H -4.765 4.757 0.468 0.101
H -6.078 4.393 -0.661 0.117
C -3.989 9.179 0.889 -0.171
C -5.426 9.584 1.198 -0.174
C -6.199 8.359 0.729 -0.207
O -5.337 7.237 0.926 -0.155
C -4.011 7.692 1.212 -0.203
H -3.244 9.724 1.466 0.111
H -3.777 9.331 -0.172 0.112
H -5.554 9.720 2.274 0.112
H -5.743 10.499 0.699 0.109
H -6.441 8.426 -0.338 0.116
H -7.125 8.202 1.283 0.115
H -3.805 7.512 2.273 0.119
H -3.299 7.116 0.620 0.118
```

Calculated values
**Total charge**: -1
**Highest occupied orbital energy**: -0.169 hartree
**E_tot**: -3099.42228 Eh
**Strongest force on any atom**: 1.494 eV/Å
**HOMO-LUMO gap**: 6.3 eV


[3]
Formula: C40H82BrNO16PS10
Source: the OMol25 dataset
Level of theory: ωB97M-V with the def2-TZVPD basis set

```
151
Properties=species:S:1:pos:R:3:lowdin_charge:R:1
C 3.174 -0.456 1.386 -0.051
C 3.048 0.793 0.500 -0.272
N 3.869 1.872 1.025 -0.208
C 4.043 3.025 0.121 -0.217
C 4.642 2.647 -1.226 -0.056
C 3.387 2.317 2.272 -1.123
S 4.374 2.522 3.515 0.783
S 1.635 2.603 2.577 0.891
C 0.998 3.804 1.366 -0.435
C 0.442 3.277 0.028 -0.303
C -0.546 2.129 0.213 -0.377
P -0.590 0.837 -1.065 0.694
Br 0.773 1.113 -2.731 0.516
H 2.379 -0.515 2.116 0.050
H 4.142 -0.422 1.866 0.082
H 3.110 -1.342 0.765 0.076
H 1.992 1.058 0.458 0.056
H 3.362 0.525 -0.497 0.097
H 3.119 3.574 -0.052 0.076
H 4.706 3.716 0.626 0.120
H 3.892 2.747 -2.003 0.067
H 4.925 1.603 -1.219 0.066
H 5.491 3.253 -1.503 0.057
H 0.215 4.351 1.877 0.072
H 1.754 4.538 1.125 0.078
H -0.068 4.095 -0.469 0.119
H 1.274 3.016 -0.608 0.040
H -1.553 2.531 0.224 0.102
H -0.415 1.595 1.146 0.038
H -1.880 0.663 -1.565 -0.034
H -0.244 -0.383 -0.484 0.001
C -6.296 0.794 -3.889 -0.210
C -6.914 -0.455 -3.246 -0.197
C -5.759 -1.345 -2.771 -0.215
S -4.394 -0.239 -2.416 0.650
O -3.301 -0.500 -3.329 -0.344
O -4.128 -0.189 -0.993 -0.348
C -5.214 1.268 -2.922 -0.230
H -7.038 1.570 -4.064 0.120
H -5.847 0.535 -4.850 0.122
H -7.528 -0.162 -2.394 0.123
H -7.554 -0.995 -3.939 0.122
H -6.011 -1.897 -1.870 0.101
H -5.435 -2.033 -3.549 0.107
H -4.485 1.941 -3.371 0.106
H -5.645 1.721 -2.030 0.110
C -1.015 -1.769 5.132 -0.214
C -1.674 -3.053 4.606 -0.192
C -2.029 -2.810 3.134 -0.210
S -0.837 -1.615 2.539 0.666
O -1.533 -0.389 2.183 -0.352
O 0.037 -2.222 1.555 -0.348
C 0.021 -1.368 4.084 -0.215
H -0.556 -1.917 6.106 0.128
H -1.764 -0.987 5.226 0.069
H -0.978 -3.891 4.689 0.119
H -2.564 -3.309 5.177 0.120
H -1.956 -3.706 2.523 0.104
H -3.016 -2.366 3.023 0.109
H 0.341 -0.329 4.156 0.094
H 0.890 -2.026 4.089 0.115
C -1.612 4.059 6.552 -0.207
C -1.602 3.775 5.042 -0.203
C -1.196 2.307 4.860 -0.241
S -1.737 1.460 6.350 0.676
O -0.563 0.972 7.033 -0.312
O -2.840 0.580 6.036 -0.331
C -2.366 2.899 7.199 -0.231
H -2.085 5.009 6.785 0.099
H -0.587 4.094 6.927 0.126
H -2.601 3.937 4.631 0.119
H -0.916 4.437 4.514 0.105
H -1.673 1.838 4.000 0.092
H -0.116 2.199 4.795 0.057
H -2.185 2.798 8.265 0.115
H -3.431 2.956 7.001 0.076
C 8.751 -0.103 -3.788 -0.214
C 9.757 0.922 -4.331 -0.206
C 8.986 2.220 -4.609 -0.214
S 7.606 2.233 -3.460 0.653
O 6.372 2.148 -4.205 -0.336
O 7.790 3.267 -2.473 -0.327
C 7.938 0.634 -2.727 -0.230
H 9.247 -0.978 -3.371 0.118
H 8.092 -0.440 -4.591 0.117
H 10.531 1.105 -3.585 0.119
H 10.250 0.563 -5.232 0.116
H 9.586 3.109 -4.437 0.104
H 8.572 2.241 -5.614 0.105
H 6.996 0.149 -2.481 0.100
H 8.520 0.806 -1.822 0.111
C -6.320 6.933 9.805 -0.214
C -6.422 7.485 8.377 -0.209
C -5.263 6.884 7.569 -0.217
S -4.895 5.300 8.336 0.669
O -3.569 5.353 8.899 -0.315
O -5.281 4.234 7.442 -0.327
C -6.091 5.431 9.658 -0.224
H -7.216 7.141 10.385 0.118
H -5.472 7.389 10.321 0.121
H -7.373 7.183 7.936 0.118
H -6.384 8.573 8.360 0.115
H -5.524 6.713 6.528 0.102
H -4.364 7.493 7.632 0.105
H -5.690 4.956 10.549 0.111
H -6.995 4.918 9.332 0.110
C 2.862 -0.103 -5.711 -0.229
C 2.715 0.457 -7.133 -0.204
C 3.818 -0.180 -7.993 -0.209
S 4.170 -1.782 -7.255 0.653
O 5.518 -1.783 -6.745 -0.323
O 3.707 -2.835 -8.118 -0.314
C 3.040 -1.610 -5.874 -0.231
H 1.990 0.117 -5.089 0.043
H 3.745 0.330 -5.233 0.118
H 1.737 0.184 -7.533 0.118
H 2.785 1.543 -7.149 0.116
H 3.503 -0.338 -9.021 0.105
H 4.739 0.399 -7.971 0.106
H 3.465 -2.101 -5.002 0.086
H 2.105 -2.091 -6.159 0.112
C 4.474 -4.571 -3.097 -0.223
C 4.390 -4.842 -4.607 -0.223
C 4.721 -6.323 -4.826 -0.208
S 4.232 -7.174 -3.318 0.661
O 5.409 -7.701 -2.681 -0.314
O 3.088 -8.008 -3.575 -0.321
C 3.713 -5.709 -2.425 -0.233
H 4.051 -3.601 -2.832 0.103
H 5.517 -4.580 -2.776 0.121
H 3.376 -4.637 -4.959 0.112
H 5.068 -4.200 -5.169 0.105
H 4.176 -6.754 -5.660 0.106
H 5.788 -6.485 -4.961 0.107
H 3.945 -5.835 -1.370 0.107
H 2.637 -5.608 -2.563 0.105
C -5.913 -6.605 -0.884 -0.217
C -4.997 -6.231 -2.058 -0.212
C -5.881 -6.112 -3.308 -0.217
S -7.514 -5.636 -2.721 0.659
O -8.436 -6.702 -3.002 -0.305
O -7.797 -4.279 -3.124 -0.341
C -7.115 -5.669 -0.975 -0.230
H -5.406 -6.507 0.074 0.115
H -6.242 -7.641 -0.985 0.122
H -4.515 -5.273 -1.854 0.111
H -4.210 -6.967 -2.207 0.115
H -5.527 -5.355 -4.001 0.097
H -5.986 -7.064 -3.823 0.106
H -7.984 -6.011 -0.419 0.110
H -6.854 -4.654 -0.678 0.099
```

Calculated values
**Total charge**: +1
**Highest occupied orbital energy**: -0.391 hartree
**Relative energy (zero: lowest compared OMol25 entry of this formula, charge and spin)**: 7.9 kcal per mole
**E_tot**: -9728.82362 Eh
**Strongest force on any atom**: 1.003 eV/Å
**HOMO-LUMO gap**: 7.3 eV